Entry i
Formula: C4H13N3O
Source: the Open Molecules 2025 dataset
Level of theory: ωB97M-V/def2-TZVPD

Output
* charge: 0
* Kohn-Sham gap: 0.3076 Ha

Each line ends with the Löwdin charge.
Element x y z (Å)
C  -2.247  1.969  -0.281  -0.0054
C  -1.920  0.738  0.127  -0.5044
N  -2.494  0.081  1.207  0.0950
N  -0.914  -0.001  -0.492  -0.0976
N  -1.073  -1.408  -0.547  0.0202
H  -2.976  2.553  0.248  0.0318
H  -1.788  2.412  -1.152  0.0329
H  -2.375  -0.921  1.147  0.0658
H  -3.430  0.373  1.437  0.0880
H  -0.471  0.435  -1.287  0.1290
H  -0.136  -1.804  -0.514  0.0632
H  -1.510  -1.689  -1.425  0.0860
C  1.513  -0.012  1.019  -0.0365
O  1.789  -0.770  -0.282  -0.2949
C  3.109  -0.617  -0.719  -0.1552
H  0.537  -0.194  1.459  0.0659
H  1.735  1.040  0.841  0.0851
H  2.236  -0.430  1.726  0.0755
H  3.313  0.409  -1.061  0.0855
H  3.823  -0.848  0.090  0.0834
H  3.276  -1.316  -1.541  0.0866


Entry ii
Formula: C4H13N3O
Source: the Open Molecules 2025 dataset
Level of theory: ωB97M-V/def2-TZVPD

Output
* charge: 0
* Kohn-Sham gap (spin up / spin down): 0.2669 / 0.2669 Ha

Each line ends with the Löwdin charge.
Element x y z (Å)
C  0.569  0.531  1.474  0.0368
C  -0.269  1.647  1.917  -0.1353
N  -0.137  0.261  -0.578  -0.2333
N  0.538  0.545  -1.796  0.0636
N  -1.470  0.740  -0.533  0.0252
H  0.727  1.538  -1.874  0.0765
H  -0.024  0.217  -2.582  0.0970
H  -1.577  1.573  -1.104  0.0928
H  -2.078  -0.018  -0.875  0.0907
H  1.534  0.748  1.039  0.0753
H  0.561  -0.367  2.078  0.0829
H  -0.606  1.538  2.948  0.0836
H  -1.178  1.639  1.257  0.0713
H  0.197  2.617  1.724  0.0821
C  1.071  -2.042  -0.519  -0.0602
C  -0.312  -1.412  -0.416  -0.6094
O  -1.211  -1.817  -1.213  -0.1457
H  -0.552  -1.293  0.699  0.1064
H  1.425  -1.988  -1.547  0.0670
H  0.984  -3.089  -0.228  0.0786
H  1.806  -1.567  0.130  0.0541


Entry iii
Formula: C4H13N3O
Source: the Open Molecules 2025 dataset
Level of theory: ωB97M-V/def2-TZVPD

Output
* charge: 0
* Kohn-Sham gap: 0.3796 Ha

Each line ends with the Löwdin charge.
Element x y z (Å)
H  -1.418  0.072  -2.295  0.0567
N  -1.405  -0.511  -1.470  0.1196
C  -1.809  0.053  -0.410  -0.6190
N  -2.222  1.339  -0.221  0.1556
O  -1.844  -0.635  0.752  -0.0988
N  -1.486  -2.002  0.661  0.0591
H  -2.658  1.570  0.650  0.1034
H  -2.415  1.920  -1.013  0.1039
H  -0.470  -2.043  0.568  0.0644
H  -1.870  -2.345  -0.225  0.0798
C  0.983  1.354  0.295  -0.1302
C  1.637  0.137  -0.348  -0.3211
C  2.186  -0.814  0.708  -0.1246
H  0.192  1.053  0.979  0.0539
H  0.555  2.011  -0.457  0.0617
H  1.724  1.918  0.863  0.0722
H  2.450  0.460  -1.006  0.1006
H  0.897  -0.387  -0.965  0.0678
H  2.610  -1.702  0.249  0.0678
H  1.403  -1.122  1.395  0.0579
H  2.963  -0.327  1.290  0.0694


Entry iv
Formula: C4H13N3O
Source: the Open Molecules 2025 dataset
Level of theory: ωB97M-V/def2-TZVPD

Output
* charge: 0
* Kohn-Sham gap: 0.3563 Ha

Each line ends with the Löwdin charge.
Element x y z (Å)
C  0.251  1.202  -2.160  -0.0751
C  0.793  0.221  -1.031  -0.1672
C  -0.226  -0.024  0.064  -0.5668
C  -1.391  -0.892  -0.418  -0.0186
O  -0.695  1.183  0.642  -0.0102
N  0.521  -0.807  1.154  -0.2357
N  -0.237  -1.009  2.340  0.0303
N  1.760  -0.222  1.500  0.0206
H  1.011  1.274  -2.934  0.0650
H  -0.669  0.837  -2.612  0.0571
H  0.088  2.199  -1.755  0.0635
H  1.050  -0.734  -1.485  0.1134
H  1.682  0.674  -0.596  0.0941
H  -2.140  -0.988  0.366  0.0753
H  -1.872  -0.445  -1.284  0.0730
H  -1.026  -1.879  -0.689  0.0885
H  -1.199  1.661  -0.023  0.0889
H  -0.702  -0.146  2.633  0.0748
H  -0.926  -1.734  2.179  0.0670
H  2.298  -0.940  1.973  0.0807
H  1.631  0.568  2.138  0.0815


Stability check: which of them is least stable? entry ii.


Entry i
Formula: C4H13N3O
Source: the Open Molecules 2025 dataset
Level of theory: ωB97M-V/def2-TZVPD

Output
* charge: 0
* Kohn-Sham gap: 0.3667 Ha

Each line ends with the Löwdin charge.
Element x y z (Å)
N  -1.394  -1.463  -1.242  0.1076
C  -1.402  -0.114  -1.476  -0.3269
N  -0.443  0.704  -1.627  0.0093
C  0.983  0.445  -1.408  -0.2413
C  1.439  -0.640  -0.442  -0.1947
C  0.772  -0.416  0.949  -0.2967
N  1.303  0.703  1.725  -0.0019
H  -2.204  -2.032  -1.070  0.0931
H  -0.531  -1.790  -0.832  0.0535
H  -2.373  0.367  -1.589  0.1127
H  1.464  0.471  -2.388  0.1092
H  1.323  1.413  -1.021  0.0970
H  2.517  -0.537  -0.282  0.1058
H  1.282  -1.673  -0.752  0.0897
H  0.817  -1.295  1.592  0.1052
H  -0.287  -0.240  0.767  0.0713
H  0.983  1.573  1.331  0.0538
H  2.308  0.786  1.592  0.0662
O  -2.572  1.234  2.107  -0.0617
H  -1.893  1.027  2.759  0.0323
H  -2.092  1.476  1.309  0.0164


Entry ii
Formula: C4H13N3O
Source: the Open Molecules 2025 dataset
Level of theory: ωB97M-V/def2-TZVPD

Output
* charge: 0
* Kohn-Sham gap: 0.3120 Ha

Each line ends with the Löwdin charge.
Element x y z (Å)
C  -1.376  -1.806  0.454  -0.0777
N  0.066  -1.623  0.634  -0.0240
C  0.331  -0.665  2.050  -0.4479
O  -0.231  -1.215  3.030  -0.1737
H  -1.789  -2.052  1.428  0.0820
H  -1.591  -2.590  -0.267  0.0802
H  -1.799  -0.871  0.105  0.0816
H  0.513  -2.496  0.891  0.1358
H  0.529  -1.192  -0.167  0.0798
H  -0.082  0.304  1.666  0.0900
H  1.444  -0.625  1.999  0.0899
N  1.722  0.428  -0.827  0.0006
C  0.714  0.944  -1.687  -0.2322
C  -0.123  1.928  -1.383  -0.2280
N  -1.126  2.417  -2.245  0.0188
H  2.626  0.378  -1.284  0.0834
H  1.837  1.009  -0.005  0.0783
H  0.609  0.429  -2.638  0.1074
H  -0.039  2.469  -0.451  0.1088
H  -1.334  1.785  -3.005  0.0730
H  -1.978  2.665  -1.759  0.0737


Stability check: which of them is least stable? entry ii.